Record 1
Below is the ion C4H9NO3P with charge -1 at a distorted geometry, with properties calculated with ωB97M-V/def2-TZVPD.

Geometry as XYZ:
```
18
C4H9NO3P | the OMol25 dataset | ωB97M-V/def2-TZVPD
C 2.133 -0.125 0.836
C 0.996 0.322 -0.066
N 0.923 1.762 -0.180
C 0.665 -0.488 -1.291
C -0.217 -0.534 -0.089
P -2.359 0.070 0.060
O -2.656 0.351 1.489
O -2.655 1.046 -1.012
O -3.029 -1.396 -0.291
H 2.003 0.305 1.830
H 3.099 0.194 0.446
H 2.132 -1.209 0.933
H 0.649 2.143 0.726
H 0.157 1.979 -0.814
H 1.265 -1.361 -1.524
H 0.313 0.040 -2.164
H -0.172 -1.443 0.507
H -3.249 -1.657 0.602
```

## Properties
SMILES string: C[C@@]1(N)C[C@@H]1[P@@](=O)([O-])O
Total energy: -779.76230 hartree
Net charge: -1
Lowest unoccupied orbital energy: 0.140 Ha
ΔE to the lowest compared entry with this formula, charge and spin: 71.1 kJ/mol
Kohn-Sham gap: 8.544 eV
Highest occupied orbital energy: -4.7378 eV

Record 2
Below is a cluster of 2 separate species, C4H9NO4 in total at a distorted geometry, with properties calculated with ωB97M-V/def2-TZVPD.

Geometry as XYZ:
```
18
C4H9NO4 | the OMol25 dataset | ωB97M-V/def2-TZVPD
C -2.471 2.650 -1.627
N -1.461 1.749 -1.065
C -1.659 0.414 -0.922
O -2.713 -0.130 -1.102
C -0.412 -0.498 -0.548
O 0.346 0.241 0.402
C 1.345 -0.404 1.127
O 1.659 -1.567 0.984
H -3.295 2.735 -0.899
H -2.868 2.212 -2.558
H -2.091 3.662 -1.848
H -0.578 2.194 -0.802
H 0.189 -0.692 -1.458
H -0.759 -1.475 -0.159
H 1.854 0.329 1.784
O 4.587 -3.734 3.172
H 4.102 -4.576 3.016
H 4.223 -3.111 2.504
```

## Properties
SMILES string: CNC(=O)COC=O.O
Total energy: -513.53167 hartree
Lowest unoccupied orbital energy: 0.021 Ha
ΔE to the lowest compared entry with this formula, charge and spin: 120.5 kJ/mol
Kohn-Sham gap: 10.588 eV
Highest occupied orbital energy: -10.0131 eV

Record 3
Below is a cluster of 2 separate species, C4H9NO4 in total at a distorted geometry, with properties calculated with ωB97M-V/def2-TZVPD.

Geometry as XYZ:
```
18
C4H9NO4 | the OMol25 dataset | ωB97M-V/def2-TZVPD
C -0.316 -1.040 -0.926
C -1.327 1.192 -0.974
C 0.588 -0.527 1.736
C -0.515 0.225 -0.214
N 1.455 1.074 -0.765
O 1.846 0.600 -1.804
O 1.953 1.872 -0.042
O -0.072 -1.642 2.166
O -0.277 0.472 1.107
H -1.204 -1.326 -1.516
H 0.045 -1.799 -0.347
H 0.407 -0.968 -1.694
H -1.099 1.078 -2.050
H -2.294 0.902 -0.633
H -0.972 2.204 -0.713
H 1.038 0.085 2.572
H 1.391 -0.914 1.161
H -0.646 -1.488 2.936
```

## Properties
Total energy: -513.35740 hartree
Lowest unoccupied orbital energy: 0.015 Ha
ΔE to the lowest compared entry with this formula, charge and spin: 578.0 kJ/mol
Kohn-Sham gap: 8.472 eV
Highest occupied orbital energy: -8.0650 eV

Q: Which of these has the lowest lowest unoccupied orbital energy?
A: number 3